{
  "formula": "C3H4IN",
  "method": "wB97M-V/def2-TZVPD",
  "symbols": ["C", "C", "C", "N", "I", "H", "H", "H", "H"],
  "xyz": [[-0.510826, 0.024110, 0.438146], [0.311629, -1.147956, 0.035649], [0.544833, 0.770654, -0.416222], [1.305909, -0.492743, -0.448484], [-2.732462, 0.190474, 0.143941], [-0.352354, 0.229427, 1.499190], [0.171771, -2.210967, 0.141719], [0.168022, 1.029101, -1.405322], [1.093479, 1.607902, 0.011384]],
  "forces_ev_per_a": [[-0.730, 0.357, 0.360], [-0.011, 0.314, -0.202], [-0.210, 0.350, 0.033], [-0.287, -0.721, -0.361], [1.448, -0.144, 0.020], [-0.369, 0.030, -0.119], [0.201, -0.260, 0.128], [0.103, -0.010, 0.031], [-0.146, 0.084, 0.110]],
  "relative_energy_kcal_mol": 18.37,
  "total_energy_ev": -12764.7250,
  "molar_mass_g_mol": 180.98,
  "gap_ev": 9.75
}

{
  "formula": "C3H4IN",
  "method": "wB97M-V/def2-TZVPD",
  "symbols": ["C", "C", "C", "N", "I", "H", "H", "H", "H"],
  "xyz": [[1.327320, 2.037619, 0.507778], [-0.037578, -0.081601, 0.438813], [1.142536, 0.755387, 0.061635], [1.410177, 3.149289, 0.826131], [2.967920, -0.269423, -0.146795], [0.174004, -1.143026, 0.470949], [-0.532014, 0.260438, 1.327108], [-0.734237, 0.133369, -0.399727], [0.491476, 1.170912, -1.817877]],
  "forces_ev_per_a": [[-0.262, 2.413, 0.522], [-1.061, 0.481, -1.439], [0.226, -1.567, -2.282], [0.097, -0.559, 0.009], [-0.035, 0.043, -0.064], [0.079, -0.007, 0.050], [-0.002, 0.103, 0.697], [-0.014, -0.697, 0.866], [0.973, -0.209, 1.641]],
  "relative_energy_kcal_mol": 77.05,
  "total_energy_ev": -12762.1803,
  "molar_mass_g_mol": 180.98,
  "gap_ev": [8.00, 8.50]
}

{
  "formula": "C3H4IN2O",
  "method": "wB97M-V/def2-TZVPD",
  "symbols": ["C", "C", "C", "N", "N", "O", "I", "H", "H", "H", "H"],
  "xyz": [[-0.789368, 0.378765, 0.953895], [-0.874979, -0.900498, 0.228520], [0.695081, -0.241653, -1.281829], [0.156479, 1.213666, 0.773164], [1.895410, -0.428628, -1.058636], [-0.210013, -1.219419, -0.774920], [0.370643, 2.993439, 1.503268], [-1.788809, 0.569996, 1.440225], [-1.700023, -1.632551, 0.463618], [0.246675, 0.687276, -1.704876], [1.998904, -1.420394, -0.542429]],
  "forces_ev_per_a": [[-2.156, 0.441, 0.115], [-1.393, 0.034, 0.760], [1.637, 1.268, -0.048], [0.175, -1.717, -0.437], [0.450, -2.819, 0.717], [-0.910, -0.294, -0.653], [-0.240, 0.826, 0.499], [1.165, -0.002, 0.198], [1.031, 0.713, 0.130], [0.067, -1.189, 0.121], [0.175, 2.739, -1.402]],
  "relative_energy_kcal_mol": 74.05,
  "total_energy_ev": -16292.7292,
  "charge": 1,
  "molar_mass_g_mol": 210.98,
  "gap_ev": 6.89
}

{
  "formula": "C3H4IN2S",
  "method": "wB97M-V/def2-TZVPD",
  "symbols": ["C", "C", "C", "N", "N", "S", "I", "H", "H", "H", "H"],
  "xyz": [[-0.988367, -0.439936, -0.049494], [-0.734096, -1.766518, -0.030108], [1.287854, -0.196165, 0.020518], [0.114490, 0.388059, -0.026101], [-0.033822, 1.727512, -0.137062], [0.913685, -2.200881, 0.033058], [3.148425, 0.663705, 0.035516], [-1.968343, 0.002761, -0.083239], [-1.482423, -2.538373, -0.048593], [-0.969808, 2.071940, 0.029746], [0.712401, 2.287894, 0.255758]],
  "forces_ev_per_a": [[-0.870, -0.957, -0.039], [0.270, 0.563, 0.010], [-0.415, -3.736, 0.022], [1.207, -0.674, 0.254], [-0.194, 1.130, -0.446], [0.736, 4.268, -0.024], [-0.553, -0.190, -0.004], [-0.036, 0.133, -0.021], [-0.199, -0.034, 0.009], [0.107, -0.241, 0.143], [-0.051, -0.262, 0.096]],
  "relative_energy_kcal_mol": 11.41,
  "total_energy_ev": -25082.9363,
  "charge": 1,
  "molar_mass_g_mol": 227.05,
  "gap_ev": 9.00
}

What did the third record say?
{
  "formula": "C3H4IN2O",
  "method": "wB97M-V/def2-TZVPD",
  "symbols": ["C", "C", "C", "N", "N", "O", "I", "H", "H", "H", "H"],
  "xyz": [[-0.789368, 0.378765, 0.953895], [-0.874979, -0.900498, 0.228520], [0.695081, -0.241653, -1.281829], [0.156479, 1.213666, 0.773164], [1.895410, -0.428628, -1.058636], [-0.210013, -1.219419, -0.774920], [0.370643, 2.993439, 1.503268], [-1.788809, 0.569996, 1.440225], [-1.700023, -1.632551, 0.463618], [0.246675, 0.687276, -1.704876], [1.998904, -1.420394, -0.542429]],
  "forces_ev_per_a": [[-2.156, 0.441, 0.115], [-1.393, 0.034, 0.760], [1.637, 1.268, -0.048], [0.175, -1.717, -0.437], [0.450, -2.819, 0.717], [-0.910, -0.294, -0.653], [-0.240, 0.826, 0.499], [1.165, -0.002, 0.198], [1.031, 0.713, 0.130], [0.067, -1.189, 0.121], [0.175, 2.739, -1.402]],
  "relative_energy_kcal_mol": 74.05,
  "total_energy_ev": -16292.7292,
  "charge": 1,
  "molar_mass_g_mol": 210.98,
  "gap_ev": 6.89
}